# C20H18N3O5RuS3

A molecular structure, C20H18N3O5RuS3 in a non-equilibrium geometry (wB97M-V/def2-TZVPD, the Open Molecules 2025 dataset).

Structure (XYZ):
```
50
Properties=species:S:1:pos:R:3:lowdin_charge:R:1
C -1.747 -0.671 -4.551 -0.4467
O 1.866 -1.720 -0.054 -0.2250
C -0.242 0.943 2.657 -0.4278
H 3.407 1.668 -2.810 0.1676
C -1.274 -2.497 -6.003 -0.0562
C 1.026 1.518 2.105 -0.1513
H -3.118 -3.036 -1.770 0.1188
S -1.149 -2.486 0.305 0.7057
O -0.960 0.277 1.941 -0.0212
C 1.913 2.319 2.813 0.0529
C -4.621 -0.703 0.862 -0.0161
S -1.745 1.523 -1.038 0.6608
C 3.056 2.773 2.173 0.0257
C -1.127 -1.357 -3.491 -0.3175
C -4.859 -1.923 -1.164 0.0131
C 2.374 1.324 -1.251 -0.4445
N 1.230 1.199 0.829 0.0993
O 1.540 0.631 -1.794 0.0510
C -2.782 -1.954 0.037 -0.6652
H -4.971 -0.061 1.658 0.1497
H -2.757 -0.803 1.703 0.1236
H -0.261 -4.172 -5.127 0.1158
H 2.906 -1.172 1.623 0.0801
C 2.558 -2.089 1.153 -0.0768
C -1.826 -1.245 -5.815 -0.0647
C 2.305 1.662 0.205 -0.1509
C 3.258 2.445 0.842 0.0684
H 0.006 1.692 4.431 0.1324
H 1.735 2.598 3.843 0.1308
N -1.120 -0.631 -2.320 -0.1190
H 1.902 -2.625 1.840 0.0904
O -0.590 1.149 3.902 0.2117
H -5.458 -2.230 -2.011 0.1339
C -5.406 -1.080 -0.195 -0.0010
O 3.389 1.879 -1.864 0.1938
H -2.300 -0.719 -6.633 0.1209
N -3.352 -1.135 0.947 0.0805
H 3.768 3.394 2.700 0.1376
H 4.122 2.798 0.296 0.1410
H -0.155 -3.152 -2.847 0.1010
C -0.677 -3.191 -4.944 -0.0575
C -1.674 0.542 -2.431 -1.1280
H 3.419 -2.710 0.911 0.1023
H 1.711 -2.522 -0.566 0.0862
C -3.558 -2.371 -1.042 -0.0525
Ru -0.126 -0.371 -0.304 1.0056
C -0.606 -2.635 -3.684 -0.0247
H -6.424 -0.731 -0.272 0.1298
S -2.301 0.892 -4.013 1.0978
H -1.302 -2.947 -6.985 0.1182
```

Output
spin multiplicity	2
energy relative to the best compared isomer or geometry (same formula, charge and spin)	41.4	kcal per mole
total charge	+2
frontier orbital gap (alpha / beta)	6.050 / 6.478	eV
M	577.7	g/mol